1.
ORCA calculation (ωB97M-V/def2-TZVPD) on C28H34NOPm as an isolated structure in a non-equilibrium geometry.

E_HOMO (spin up / spin down), eV: -7.3 / -7.4
2S+1: 5
Total charge: 0
Molar mass, g/mol: 545.59
DFT total energy, Ha: -1825.45658

Each line ends with the Löwdin spin population.
Cartesian coordinates (Å):
H: -5.6114 -0.7741 2.1201  0.000
C: -1.2545 -1.4648 1.7907  -0.006
H: -2.5244 -0.4350 -2.2317  0.000
C: -5.7706 0.2797 2.2154  0.000
Pm: -0.6679 0.1217 0.1165  4.025
C: 3.4865 -2.4524 2.0646  0.000
C: -1.8360 -1.8641 0.5704  -0.005
C: 4.1500 -4.0660 0.4098  0.000
C: -5.3452 0.9743 0.9320  0.000
C: 1.8047 1.5214 -1.8070  0.001
H: 2.2547 0.2204 -0.1598  0.001
C: -5.5714 2.4712 1.0673  0.000
H: -5.8682 0.9295 -1.1329  0.000
C: 4.5981 -3.0357 -0.4011  0.000
H: 3.0285 3.2267 -2.3376  0.000
C: -1.9345 1.4946 -1.3123  -0.006
H: 1.8104 1.8154 0.3299  0.000
H: 3.5323 0.8133 -2.8794  0.000
H: -1.7846 -1.1089 2.6568  0.000
H: 1.4286 -2.0732 -0.0697  0.002
H: 5.3858 1.2109 1.0283  0.000
C: 0.1435 -1.5039 1.6490  0.001
C: 3.8535 1.6105 -0.1815  0.000
C: -3.8714 0.7057 0.6750  -0.001
H: 4.2739 0.0823 2.7467  0.000
H: 5.0319 -3.2559 -1.3675  0.000
C: -0.3725 0.1176 -2.2344  0.002
C: 0.3212 1.2322 -1.7166  -0.001
H: 4.2278 -5.0934 0.0806  0.000
C: 2.3960 1.2749 -0.4128  0.002
H: -2.8897 -1.9340 0.3591  0.000
H: 3.0327 -2.2268 3.0217  0.000
H: 1.4743 3.1601 -3.1818  0.000
H: -2.8676 1.8945 -0.9520  0.000
H: -7.2051 0.6297 -0.0487  0.000
H: -0.4777 3.0093 -0.6367  0.000
C: 1.9763 2.9841 -2.2314  0.000
H: -5.2720 2.9603 0.1639  0.000
H: -4.9924 2.8470 1.8850  0.000
H: 0.8592 -1.1956 2.3892  0.001
H: -6.6089 2.6603 1.2482  0.000
C: -6.1676 0.4406 -0.2295  0.000
H: 3.2314 -4.5650 2.2850  0.000
H: 0.0806 -0.7296 -2.7169  0.001
H: 2.7552 0.2261 1.9184  0.000
C: 0.4427 -1.9335 0.3395  0.011
H: 2.3347 -0.4427 -2.5638  0.000
C: 2.4692 0.6054 -2.8299  0.000
C: -0.7832 -2.1757 -0.3203  0.003
H: -6.0084 -0.6132 -0.3248  0.000
C: 3.9448 -1.4111 1.2593  0.000
C: -1.7526 0.2735 -1.9825  -0.008
C: -0.6635 2.0835 -1.1493  -0.010
H: -6.8082 0.4687 2.3962  0.000
C: 4.4986 -1.7160 0.0231  0.000
C: 3.5924 -3.7687 1.6477  0.000
H: -5.1916 0.6553 3.0330  0.000
H: 1.5389 3.6584 -1.4966  0.000
O: 4.5296 2.3470 -0.8920  0.000
H: -0.8993 -2.5213 -1.3319  0.001
H: 2.0485 0.7597 -3.8222  0.000
H: 4.8609 -0.9198 -0.6126  0.000
C: -2.6072 0.4752 0.4546  -0.015
N: 4.3994 1.0304 0.9276  0.000
C: 3.8108 0.0086 1.7625  0.000

Forces on the atoms, in the same order (eV/Å):
H 0.1 -0.7 0.1
C 0.0 -1.5 1.0
H -0.1 0.0 0.0
C 0.3 0.2 -0.5
Pm 6.9 3.6 3.9
C 0.1 0.0 -0.1
C -0.3 -2.5 0.4
C 0.0 0.1 0.0
C 1.3 -0.2 0.0
C -0.1 0.3 0.0
H 0.1 -0.1 -0.1
C 0.3 -0.6 -0.1
H 0.1 0.2 -0.7
C 0.0 0.0 0.0
H 0.0 0.0 0.0
C -0.6 2.1 -2.3
H -0.1 0.4 0.2
H 0.2 0.0 0.0
H -0.1 0.0 0.1
H 0.1 0.0 -0.1
H 0.0 0.0 0.0
C 0.1 -1.6 0.7
C 0.5 0.3 -0.3
C 4.2 -1.1 -0.2
H 0.0 0.0 0.0
H 0.0 0.0 0.0
C 0.2 0.4 -1.8
C 0.0 0.8 -2.0
H 0.0 0.0 0.0
C 0.0 -0.3 -0.1
H 0.1 -0.1 0.1
H 0.0 0.0 0.1
H -0.1 -0.1 0.0
H 0.5 0.3 -0.9
H -0.8 0.1 0.1
H 0.0 0.2 0.2
C 0.1 0.0 -0.1
H 0.2 0.5 -0.6
H 0.3 0.4 0.5
H 0.2 0.0 0.2
H -0.7 0.2 0.1
C 0.6 0.1 0.3
H 0.0 0.0 0.0
H 0.0 -0.1 -0.1
H -0.1 0.1 0.1
C 0.4 -1.9 0.4
H 0.0 -0.1 0.0
C 0.0 0.0 0.1
C -0.2 -1.8 0.2
H 0.0 -0.7 -0.2
C 0.0 -0.2 -0.1
C 0.0 0.3 -1.8
C -0.1 1.1 -1.7
H -0.8 0.1 0.2
C 0.0 0.1 0.0
C 0.0 0.0 0.0
H 0.3 0.1 0.6
H 0.0 0.1 0.1
O -0.5 -0.5 0.4
H 0.0 -0.1 -0.1
H -0.1 0.0 0.0
H 0.0 0.0 -0.1
C -13.0 1.9 3.6
N 0.1 0.0 0.0
C 0.1 0.1 0.1


2.
ORCA calculation (ωB97M-V/def2-TZVPD) on C28H35AsNO7RuS4 as an isolated structure in a non-equilibrium geometry.

E_HOMO (spin up / spin down), eV: -6.8 / -6.8
2S+1: 2
Total charge: 0
Molar mass, g/mol: 801.85
DFT total energy, Ha: -5592.76376

Each line ends with the Löwdin spin population.
Cartesian coordinates (Å):
H: 2.4815 0.6134 4.9602  0.000
H: -5.5842 1.4485 -1.9310  0.000
H: 0.5946 -1.2398 -4.2669  0.000
H: -4.1409 -1.7611 3.6670  0.000
O: -5.1018 1.7916 -1.1667  0.000
S: 0.8891 -1.9588 -1.9660  -0.007
C: -4.7157 -1.4258 2.8127  0.000
C: 4.7497 -3.0055 0.9105  -0.003
O: -1.8538 -1.6353 -2.1258  0.003
H: -2.0846 3.2584 1.4168  0.000
C: 2.4463 0.4560 1.5740  0.019
C: 2.7102 -1.7275 0.6995  0.014
H: 0.2847 1.6322 2.4462  0.000
H: -0.3826 2.2266 -4.3821  0.000
H: 3.5349 3.6193 2.1022  0.000
H: 3.9253 -0.2290 -3.3058  0.000
Ru: 0.6234 -0.0409 -0.6660  0.551
C: -4.0549 -0.8298 1.7445  0.000
H: 0.8287 4.1770 1.5750  0.000
C: 2.5742 -1.7522 -2.6070  -0.002
O: -4.1836 -0.4530 -2.1860  0.001
C: 2.8532 -0.3710 -3.1730  -0.001
C: 2.6038 0.9343 3.9339  -0.001
C: -0.0379 -1.7202 -3.5263  -0.001
H: -6.6093 -2.0491 3.5901  0.000
C: 4.1046 -1.7860 0.8162  0.027
O: -0.0504 1.7198 0.3934  0.001
H: 0.4053 0.6786 -4.5764  0.000
H: 4.6705 -0.8618 0.8252  0.001
S: 2.2667 0.9693 -2.0721  -0.004
C: 1.9770 -2.9111 0.7221  0.030
H: 4.5195 -5.1416 0.9801  0.002
H: -0.3046 -2.7146 -3.8844  0.000
H: 1.9605 -0.9460 3.1196  0.000
C: 0.1680 1.4517 -3.8475  0.001
H: 3.2558 2.9143 4.4578  0.001
C: 2.6333 -4.1316 0.8200  -0.003
H: -6.6811 -0.1903 -0.2640  0.000
C: 0.1682 3.0412 -0.1335  0.000
C: -0.5498 1.8059 1.7662  0.000
H: -1.1457 3.5617 2.8911  0.000
H: 5.8288 -3.0362 0.9903  -0.001
C: 1.4305 2.0540 -3.2560  -0.004
H: 1.1945 2.9482 -2.6812  0.000
C: 2.8937 1.7430 1.2969  0.015
C: 2.3162 0.0540 2.9059  0.018
H: 0.8995 -2.8659 0.6859  0.001
H: -1.3043 1.0391 1.8809  0.000
H: -2.8506 -1.1333 -1.7880  0.000
C: -6.0896 -1.5845 2.7614  0.000
H: 2.7547 -2.5134 -3.3679  0.000
H: -1.9835 -0.8563 -4.0393  0.000
N: 2.0909 -0.4628 0.5493  0.279
H: -0.4764 4.9591 0.6625  0.000
C: 3.1814 2.6218 2.3328  -0.002
C: -4.7490 -0.3638 0.6285  0.000
O: -2.6739 -0.6866 1.8492  0.001
H: 2.1499 2.3383 -4.0260  0.000
H: 2.0499 -5.0430 0.8396  -0.001
C: -1.0880 3.2165 1.8601  0.000
H: -7.8721 -1.2833 1.6038  0.000
As: -3.8034 0.5632 -0.8453  0.000
C: -1.3171 -0.9930 -3.1759  0.001
H: 3.0369 2.0527 0.2719  0.000
C: 3.0326 2.2263 3.6533  0.013
S: -0.9259 0.7624 -2.5685  0.006
C: -6.7983 -1.1502 1.6480  0.000
C: -0.0912 4.0032 1.0141  0.000
H: 2.3802 -0.2304 -4.1431  0.000
S: -1.6835 -1.9273 1.1981  0.001
C: 4.0154 -4.1872 0.9050  0.029
H: 3.2266 -1.9712 -1.7625  0.000
C: -6.1284 -0.5410 0.5995  0.000
O: -0.5666 -0.9956 0.7205  0.016
H: 1.1902 3.1042 -0.5126  0.000
H: -0.5437 3.1868 -0.9519  0.000
O: -2.4745 -2.4657 0.1170  0.000

Forces on the atoms, in the same order (eV/Å):
H 0.0 0.0 0.0
H 0.1 -0.1 0.0
H -0.1 0.0 0.0
H 0.0 0.0 0.0
O 0.0 0.3 0.1
S 0.1 0.0 0.1
C 0.0 0.0 0.0
C 0.0 0.0 0.0
O -1.2 0.9 0.5
H 0.0 0.0 0.0
C 0.0 0.0 0.0
C 0.1 0.0 0.0
H 0.0 0.0 0.0
H 0.0 0.0 0.0
H 0.0 0.0 0.0
H 0.0 0.0 0.0
Ru 0.0 0.2 -0.8
C -0.1 0.0 0.0
H 0.0 0.0 0.0
C 0.0 0.0 0.0
O 1.5 -0.3 1.0
C 0.0 0.0 0.0
C 0.0 0.0 0.0
C 0.0 0.0 0.2
H 0.0 0.0 0.0
C 0.0 0.0 0.0
O 0.3 0.2 0.2
H 0.0 0.0 0.0
H 0.0 0.0 0.0
S -0.1 0.0 0.2
C 0.0 0.0 0.0
H 0.0 0.0 0.0
H 0.0 0.0 0.0
H 0.0 0.0 0.0
C 0.1 0.0 0.0
H 0.0 0.0 0.0
C 0.0 0.0 0.0
H 0.0 0.0 0.0
C -0.1 0.0 0.0
C -0.1 0.0 -0.1
H 0.0 0.0 0.0
H 0.0 0.0 0.0
C 0.0 -0.1 0.0
H 0.0 0.0 0.0
C 0.0 0.0 0.0
C 0.0 0.0 0.0
H 0.0 0.0 0.0
H 0.0 -0.1 0.0
H 0.8 -1.3 -2.2
C 0.0 0.0 0.0
H 0.0 0.0 0.0
H 0.1 0.0 0.1
N -0.1 0.0 0.2
H 0.0 0.0 0.0
C 0.0 0.0 0.0
C 0.2 -0.1 0.2
O 0.0 0.1 -0.1
H 0.0 0.0 0.0
H 0.0 0.0 0.0
C 0.0 0.0 0.0
H 0.0 0.0 0.0
As -0.8 0.4 0.1
C -0.3 0.0 -0.1
H 0.0 0.0 0.0
C 0.0 0.0 0.0
S 0.2 -0.1 0.4
C 0.0 0.0 0.0
C 0.0 0.0 0.0
H 0.0 0.0 0.0
S -0.2 0.4 0.0
C 0.0 0.0 0.0
H 0.0 0.0 0.0
C 0.0 0.0 0.0
O -0.1 0.0 0.0
H 0.0 0.0 0.0
H 0.0 0.0 0.0
O -0.1 -0.3 0.3


3.
ORCA calculation (ωB97M-V/def2-TZVPD) on a 10-piece molecular cluster, C28H35BCl37NO2Si overall in a non-equilibrium geometry.

E_HOMO, eV: -10.0
Total charge: 0
Structure (SMILES): CCCCCCCCCCCCC[Si@](Cl)(CB(O)O)c1ccncc1.ClC(Cl)(Cl)Cl.ClC(Cl)(Cl)Cl.ClC(Cl)(Cl)Cl.ClC(Cl)(Cl)Cl.ClC(Cl)(Cl)Cl.ClC(Cl)(Cl)Cl.ClC(Cl)(Cl)Cl.ClC(Cl)(Cl)Cl.ClC(Cl)(Cl)Cl
Molar mass, g/mol: 1768.25
DFT total energy, Ha: -18634.67422

Each line ends with the Löwdin charge.
Cartesian coordinates (Å):
H: -0.9828 0.5557 -1.6929  0.087
H: 3.5747 0.2185 -1.9715  0.102
C: 5.1314 3.6579 -4.0075  -0.091
Cl: -2.4179 -3.6124 6.5997  0.511
H: -1.2664 -2.4376 -2.1459  0.058
Cl: 13.0069 2.8050 -2.6671  0.509
Cl: 11.9090 5.4583 -2.9410  0.516
H: 2.2639 1.1686 -6.8533  0.044
Cl: 0.2076 -2.6547 -8.6074  0.541
H: 4.0847 1.0348 -6.8682  0.087
C: -0.5383 -4.5647 13.6496  -2.036
Cl: -9.0289 5.0013 1.4132  0.526
Cl: -1.7942 -0.9056 4.9159  0.496
C: -3.7379 -4.9068 -1.6167  -2.051
Cl: 0.7184 -3.5689 14.3935  0.529
Cl: 0.0013 -6.2472 13.5971  0.524
Cl: -0.0955 -0.5951 -6.6091  0.561
Cl: -4.5001 -3.1502 8.5450  0.531
C: -0.7140 -1.6250 -1.6659  -0.213
H: 4.3059 4.3443 -4.1507  0.091
O: 2.3237 3.9303 -7.1002  0.139
H: 4.8467 4.3845 -7.1450  0.098
Cl: -6.2443 4.6636 2.0918  0.519
Cl: -4.3578 -4.2317 12.2955  0.488
Cl: -6.0114 -6.2497 11.0680  0.528
H: 3.1993 -1.4416 -2.3483  0.101
H: -4.4858 2.5129 0.2797  0.074
H: -2.9414 2.0559 -2.3404  0.091
H: 8.1270 1.4833 -3.3732  0.078
Cl: -7.2864 3.5002 -0.3290  0.540
H: 6.4969 5.2329 -3.6087  0.108
H: -3.7286 -1.3642 -4.2586  0.100
H: 1.3802 0.0316 -1.0851  0.120
C: 11.8881 3.8167 -3.5968  -2.049
H: -2.3935 -0.3805 -1.2091  0.089
Cl: -4.7712 -4.6149 -3.0181  0.530
C: 3.0576 -0.2008 -4.0850  -0.292
C: 0.6760 -1.5944 -2.3164  -0.203
H: 6.0424 0.4318 -3.9916  0.103
H: -5.0924 0.4241 -1.4938  0.104
C: -4.9651 1.1708 -2.2798  -0.197
C: -3.8700 2.1545 -1.7820  -0.210
O: 4.6663 3.4705 -7.3861  0.140
H: -2.0079 0.7081 -3.7021  0.098
N: 7.4858 3.4388 -3.4636  0.006
Cl: 0.2138 -0.5290 11.4086  0.498
H: 1.2852 -2.4333 -1.9710  0.113
Cl: -0.8450 -3.9948 12.0101  0.462
C: 7.2730 2.1233 -3.5724  -0.177
H: -5.8828 1.7370 -2.4363  0.083
C: -4.5892 0.4695 -3.5922  -0.204
H: -1.5215 2.5026 -0.4333  0.062
C: 4.9443 2.2826 -4.1507  -0.249
C: 0.5433 -2.2116 -6.9334  -2.032
Cl: 0.0598 1.2985 4.7636  0.525
Cl: -1.8422 -2.1277 9.0000  0.501
Cl: 1.7957 2.8390 -3.9510  0.425
Cl: -1.0191 0.1526 2.3464  0.537
Cl: 2.9664 0.3082 11.1976  0.531
H: 2.6325 4.8422 -7.0998  0.102
Cl: -3.3589 -6.9200 11.9840  0.504
Cl: -3.8041 -3.5128 -0.5321  0.539
H: 0.5223 -1.7704 -3.3873  0.073
Cl: -2.0727 -5.1521 -2.1544  0.533
C: -2.1155 -0.3138 -3.3323  -0.186
H: 2.1370 -0.5606 -4.5423  0.015
H: -4.1810 1.1839 -4.3109  0.112
Si: 3.2829 1.5648 -4.6339  0.287
Cl: -2.0225 -4.4499 14.6040  0.510
C: -2.3798 2.7777 0.1859  -0.113
H: -3.6264 1.0239 0.0312  0.090
H: 3.8901 -0.7887 -4.4774  0.072
B: 3.3892 3.0589 -7.0274  -0.775
C: -4.7934 -5.9395 12.3096  -2.047
Cl: 12.4076 3.8570 -5.2875  0.513
C: 6.0784 1.5108 -3.9119  -0.060
C: -7.6537 3.8957 1.3515  -2.062
Cl: 1.3713 -0.0347 8.8157  0.515
C: -2.7775 -3.4659 8.3236  -2.034
Cl: 2.1886 -2.3377 10.3485  0.519
C: -1.3675 0.5602 4.0290  -2.047
C: -1.5395 -0.3592 -1.8881  -0.198
H: -0.6428 -1.8953 -0.6088  0.104
C: 1.6880 -0.6470 10.4430  -2.058
H: -3.9228 -1.2713 -2.5256  0.074
H: -1.5194 -0.9545 -3.9818  0.062
H: -2.5005 3.8558 0.0652  0.077
C: 2.9036 -0.4095 -2.5602  -0.241
Cl: -4.2958 -6.3444 -0.7575  0.530
H: 0.9441 0.4649 -2.7563  0.064
H: -4.2440 3.1626 -1.9925  0.109
Cl: -5.4428 -6.3676 13.8962  0.529
C: 1.4366 -0.2802 -2.1309  -0.223
C: -3.6047 -0.6985 -3.3990  -0.200
C: 6.3823 4.1566 -3.6910  -0.138
Cl: -8.0457 2.4153 2.2309  0.523
C: -3.6539 2.0745 -0.2772  -0.276
Cl: -2.7175 1.6988 4.0893  0.533
Cl: -2.3381 -4.9589 9.1515  0.504
Cl: 10.2534 3.1703 -3.4943  0.586
Cl: 2.2898 -2.2171 -6.6570  0.569
H: -5.5039 0.0514 -4.0196  0.103
Cl: -0.2310 -3.3722 -5.8482  0.537
H: -2.1229 2.5115 1.2075  0.010
C: 3.2112 1.5905 -6.5191  -0.139

Forces on the atoms, in the same order (eV/Å):
H 0.1 -0.1 0.2
H -0.1 0.2 -0.1
C 0.0 -0.3 -0.1
Cl 0.0 -0.1 0.0
H -0.1 -0.1 0.2
Cl 0.0 0.0 0.0
Cl 0.0 0.0 0.0
H 0.1 -0.2 0.0
Cl 0.0 0.0 0.0
H -0.2 -0.3 0.0
C 0.0 0.0 0.0
Cl 0.0 0.0 0.0
Cl 0.0 0.1 0.0
C 0.0 0.0 0.0
Cl 0.0 0.0 0.0
Cl 0.0 0.0 0.0
Cl 0.0 0.0 0.0
Cl 0.0 0.0 0.0
C 0.1 -0.1 -0.2
H 0.0 0.1 0.1
O 0.3 -0.1 0.5
H 0.1 0.1 -0.4
Cl 0.0 0.0 0.0
Cl -0.2 0.0 -0.2
Cl 0.0 0.0 0.0
H 0.2 0.1 0.1
H -0.2 -0.1 -0.2
H 0.1 -0.2 0.1
H 0.1 0.0 0.0
Cl 0.0 0.0 0.0
H 0.1 0.0 0.0
H -0.1 -0.1 0.0
H -0.1 0.1 0.0
C 0.0 -0.2 0.0
H 0.1 0.1 0.2
Cl 0.0 0.0 0.0
C -0.2 0.5 0.9
C -0.2 0.1 -0.2
H 0.1 0.0 0.1
H -0.4 -0.1 -0.1
C 1.0 0.4 -0.3
C -1.1 0.4 0.1
O -0.1 -0.1 0.6
H 0.1 -0.1 -0.3
N -1.4 -0.7 -0.2
Cl 0.0 0.1 0.0
H -0.1 0.0 0.1
Cl 0.1 0.0 0.0
C 0.6 -0.3 0.1
H -0.2 -0.2 0.2
C -0.1 -0.4 0.5
H 0.0 -0.1 0.0
C 0.1 0.3 0.5
C 0.0 0.0 0.0
Cl 0.0 0.0 0.0
Cl 0.0 0.0 0.0
Cl 0.1 -0.1 0.2
Cl 0.0 -0.1 0.0
Cl 0.0 0.0 0.0
H -0.3 0.1 -0.3
Cl 0.0 0.0 0.0
Cl 0.0 0.0 0.0
H 0.2 0.0 -0.1
Cl 0.0 -0.1 0.0
C 0.0 0.4 0.8
H 0.1 -0.1 -0.2
H -0.1 0.1 0.0
Si 0.1 -0.3 -1.1
Cl 0.2 0.0 0.1
C 0.0 0.0 -0.5
H 0.1 0.0 0.0
H 0.0 0.0 -0.2
B 0.1 0.1 -0.3
C 0.0 0.0 0.0
Cl 0.0 0.0 0.0
C -0.3 0.0 -0.1
C 0.0 0.0 0.0
Cl 0.0 0.0 0.0
C 0.0 0.1 0.0
Cl 0.0 0.0 0.0
C 0.0 0.0 0.0
C -0.4 -0.3 -0.5
H 0.1 0.2 0.1
C 0.0 0.0 0.0
H 0.2 -0.1 0.1
H 0.0 0.0 0.0
H 0.1 0.1 0.3
C -0.1 -0.5 -0.3
Cl 0.0 0.0 0.0
H 0.0 0.3 0.3
H 0.3 0.1 -0.2
Cl 0.0 0.0 0.0
C 0.2 -0.3 0.0
C 0.0 0.0 -0.8
C 0.2 0.9 0.1
Cl 0.0 0.0 0.0
C 0.6 -0.2 0.3
Cl 0.0 0.0 0.0
Cl -0.1 -0.1 -0.1
Cl 0.5 0.3 0.0
Cl -0.1 -0.1 -0.2
H 0.0 0.1 -0.1
Cl 0.0 0.0 0.0
H -0.1 0.3 0.1
C 0.0 0.7 0.0